23
Properties=species:S:1:pos:R:3:nbo_charge:R:1 method="wB97M-V/def2-TZVPD" multiplicity=2 lumo_energy_ev="0.41 / 0.26" s2=0.75 homo_lumo_gap_ev="3.465 / 9.278" charge=0 e_above_lowest_ev=1.425 homo_ha="-0.112 / -0.331"
N 1.135 -1.350 0.362 -1.02
C 0.748 0.047 -0.049 -0.15
C -0.069 0.814 1.153 -0.42
C 0.109 2.413 1.059 -0.55
S -1.465 3.036 1.565 -0.03
C -0.013 0.094 -1.376 -0.26
N 0.894 -0.485 -2.368 -0.84
H 2.041 -1.365 0.962 0.15
H 1.625 -1.805 -0.476 0.39
H 0.325 -1.892 0.646 0.41
H 1.688 0.668 -0.064 0.21
H 0.225 0.510 2.158 0.22
H -1.040 0.466 0.969 0.20
H 0.357 2.691 0.017 0.23
H 0.820 2.663 1.810 0.23
H -1.559 2.605 2.816 0.12
H -0.956 -0.563 -1.327 0.20
H -0.501 1.059 -1.518 0.19
H 0.381 -0.982 -3.074 0.37
H 1.459 0.190 -2.740 0.36
H -2.252 -2.960 -0.961 0.48
H -2.198 -3.040 0.550 0.45
O -1.752 -2.814 -0.114 -0.95

---

19
Properties=species:S:1:pos:R:3:nbo_charge:R:1 method="wB97M-V/def2-TZVPD" multiplicity=3 lumo_energy_ev="0.54 / -2.23" s2=2.01 homo_lumo_gap_ev="6.383 / 7.139" charge=0 homo_ha="-0.215 / -0.344"
C -0.365 3.009 0.252 -0.30
C -0.850 1.895 -0.395 -0.18
C -0.015 -1.994 -0.397 -0.27
C -1.138 -1.356 -0.687 0.08
C 0.946 -1.988 0.787 -0.09
C -2.165 1.276 -0.188 -0.11
O 1.311 -0.651 0.982 -0.70
F -1.770 -1.620 -1.873 -0.35
F -2.928 2.102 0.707 -0.39
P -2.148 -0.467 0.589 0.74
Cl -3.933 -1.098 0.269 -0.23
H 0.451 3.546 -0.151 0.17
H -0.939 3.537 1.047 0.19
H -0.288 1.367 -1.049 0.17
H 0.246 -2.783 -1.042 0.21
H 1.657 -0.323 0.146 0.47
H 0.255 -2.389 1.564 0.21
H 1.785 -2.623 0.537 0.18
H -2.706 1.380 -1.081 0.20

---

87
Properties=species:S:1:pos:R:3:mulliken_charge:R:1 method="wB97M-V/def2-TZVPD" multiplicity=6 lumo_energy_ev="-6.61 / -9.53" s2=8.82 homo_lumo_gap_ev="6.282 / 4.256" charge=+2 e_above_lowest_ev=0.000 homo_ha="-0.474 / -0.507"
Pd 0.679 0.846 1.766 0.56
C -2.704 -1.378 -3.880 -2.12
C -3.164 0.029 -3.503 1.91
C -2.923 0.963 -4.702 -1.65
C -4.667 -0.014 -3.174 -1.63
C -2.423 0.580 -2.300 -1.07
C -1.460 -0.159 -1.626 -0.17
C -0.806 0.399 -0.539 -0.40
N 0.197 -0.170 0.213 -0.12
C 1.001 -1.278 0.024 -0.50
C 1.098 -2.064 -1.111 -0.24
C 1.943 -3.168 -1.112 -1.09
C 2.705 -3.472 0.054 0.09
C 2.715 -2.703 1.182 -0.90
C 1.871 -1.544 1.158 2.16
O 1.881 -0.687 2.137 -1.35
C 3.589 -3.019 2.391 2.11
C 2.723 -3.157 3.654 -1.53
C 4.339 -4.337 2.197 -2.19
C 4.632 -1.903 2.570 -1.35
C 2.088 -4.067 -2.324 1.86
C 3.560 -4.053 -2.772 -1.63
C 1.214 -3.617 -3.494 -2.12
C 1.682 -5.498 -1.926 -1.63
C -1.198 1.712 -0.051 1.84
O -0.644 2.152 1.039 -1.27
C -2.189 2.482 -0.747 -1.05
C -2.743 1.894 -1.848 -0.05
C -2.633 3.847 -0.232 2.33
C -3.314 3.645 1.131 -1.26
C -3.644 4.498 -1.178 -2.24
C -1.438 4.806 -0.102 -1.49
H -3.253 -1.709 -4.760 0.50
H -2.901 -2.100 -3.085 0.41
H -1.641 -1.406 -4.131 0.47
H -3.455 0.574 -5.570 0.47
H -1.862 1.020 -4.951 0.40
H -3.287 1.974 -4.520 0.33
H -5.209 -0.419 -4.029 0.45
H -5.072 0.976 -2.968 0.36
H -4.865 -0.654 -2.313 0.38
H -1.252 -1.165 -1.936 1.07
H 0.551 -1.817 -2.001 1.03
H 3.329 -4.351 0.021 0.51
H 2.011 -3.976 3.548 0.36
H 2.176 -2.245 3.882 0.19
H 3.366 -3.386 4.506 0.46
H 3.658 -5.179 2.059 0.44
H 4.931 -4.539 3.089 0.45
H 5.029 -4.298 1.352 0.41
H 4.168 -0.933 2.741 0.07
H 5.272 -1.826 1.689 0.35
H 5.268 -2.139 3.424 0.45
H 3.881 -3.045 -3.039 0.38
H 3.672 -4.688 -3.650 0.46
H 4.229 -4.434 -2.002 0.36
H 1.476 -2.615 -3.839 0.42
H 0.151 -3.641 -3.241 0.46
H 1.362 -4.297 -4.331 0.51
H 2.306 -5.900 -1.129 0.33
H 1.791 -6.153 -2.791 0.47
H 0.642 -5.537 -1.601 0.40
H -3.490 2.437 -2.404 0.57
H -4.197 3.012 1.031 0.39
H -3.636 4.609 1.525 0.47
H -2.639 3.181 1.851 0.00
H -4.562 3.915 -1.266 0.41
H -3.229 4.655 -2.174 0.45
H -3.920 5.473 -0.779 0.45
H -0.693 4.449 0.604 0.11
H -1.799 5.777 0.241 0.45
H -0.956 4.957 -1.069 0.36
S 3.419 1.074 4.966 -0.21
C 2.253 1.622 4.156 0.63
Se -1.092 0.149 3.840 0.40
N 1.293 2.010 3.466 -0.14
C 0.518 3.175 3.725 0.43
C 1.054 4.426 3.635 -0.46
C 0.236 5.558 3.792 -0.66
C -1.146 5.421 4.002 -0.68
C -1.713 4.182 4.057 -0.25
C -0.903 2.996 3.940 0.66
N -1.499 1.835 4.047 -0.53
H 2.110 4.544 3.426 0.51
H 0.678 6.542 3.732 0.46
H -1.759 6.304 4.117 0.47
H -2.771 4.041 4.221 0.53

---

21
Properties=species:S:1:pos:R:3:nbo_charge:R:1 method="wB97M-V/def2-TZVPD" lumo_energy_ev="-0.55 / -0.55" homo_lumo_gap_ev="7.834 / 7.832" charge=0 e_above_lowest_ev=2.298 homo_ha="-0.308 / -0.308"
C -0.628 0.998 0.957 -0.06
C -1.136 0.592 -0.209 -0.37
C 1.250 -1.852 -0.563 -0.77
C 0.467 2.040 0.931 -0.67
C -2.334 -0.248 -0.315 -0.65
C 1.967 -1.269 0.616 -0.64
O 1.091 0.518 -1.923 -1.08
P 0.444 -0.676 -1.452 1.79
Cl -0.805 -1.441 -2.792 -0.25
H -0.822 0.424 1.808 0.19
H -0.748 1.253 -1.042 0.26
H 0.663 -2.681 -0.302 0.22
H 1.104 1.888 0.124 0.25
H 1.054 2.075 1.816 0.22
H -0.041 2.983 0.726 0.23
H -2.960 -0.167 0.621 0.22
H -2.099 -1.208 -0.576 0.22
H -3.060 0.027 -1.120 0.23
H 2.501 -2.010 1.097 0.22
H 1.374 -0.763 1.399 0.20
H 2.720 -0.483 0.201 0.22